Record 1
Here is an isolated ion of composition C3H6NO2S and charge +1 at a distorted geometry from the Open Molecules 2025 dataset. Energies are from ωB97M-V/def2-TZVPD.

```
! RIJCOSX wB97M-V def2-TZVPD def2/J DEFGRID3
* xyz 1 1
C -1.168 1.566 2.078
C 0.543 -0.294 -1.473
C -0.252 -0.772 -0.298
N -0.399 0.834 1.791
O 1.112 0.974 -1.231
O 0.183 -1.827 2.075
S 0.738 -0.775 1.300
H -1.972 2.279 2.304
H 1.718 1.124 -2.082
H 1.325 -1.027 -1.742
H -0.311 0.008 -2.181
H -0.386 -1.783 -0.436
H -1.130 -0.307 -0.104
*
```

Properties
E_HOMO ... -14.399 eV
Energy above the lowest of the compared OMol25 structures with the same formula, charge and spin ... 367.3 kJ/mol
DFT total energy ... -720.93137 hartree

Record 2
Here is a 2-piece molecular cluster, C3H6NO3 overall at a distorted geometry from the Open Molecules 2025 dataset. Energies are from ωB97M-V/def2-TZVPD.

```
! RIJCOSX wB97M-V def2-TZVPD def2/J DEFGRID3
* xyz 1 1
C -0.590 0.170 0.713
C 0.789 0.395 0.024
C 0.242 -0.947 0.120
N -1.647 0.544 -0.220
O 0.411 -0.365 -1.171
O 2.491 1.339 0.232
O 0.507 -2.155 0.470
H -0.805 0.326 1.728
H -1.235 0.476 -1.206
H -1.910 1.445 0.020
H -2.552 0.141 -0.164
H 2.934 0.989 -0.665
H 1.365 -2.358 0.121
*
```

Properties
E_HOMO (alpha / beta) ... -14.309 / -14.309 eV
Energy above the lowest of the compared OMol25 structures with the same formula, charge and spin ... 713.4 kJ/mol
DFT total energy ... -397.86915 hartree

Record 3
Here is a 2-piece molecular cluster, C3H6NO4 overall at a distorted geometry from the Open Molecules 2025 dataset. Energies are from ωB97M-V/def2-TZVPD.

```
! RIJCOSX wB97M-V def2-TZVPD def2/J DEFGRID3
* xyz -1 1
O 1.784 1.197 1.060
C 1.198 0.367 0.365
N -0.162 0.285 0.374
C -0.898 -1.041 0.304
O -0.220 -2.026 0.577
O -2.093 -0.933 -0.043
C 2.021 -0.539 -0.505
H -0.519 0.867 1.120
H 1.640 -0.731 -1.503
H 2.141 -1.516 -0.024
H 3.049 -0.184 -0.407
H -2.411 2.114 -0.188
H -2.625 0.624 -0.377
O -2.906 1.515 -0.753
*
```

Properties
E_HOMO ... -5.284 eV
Energy above the lowest of the compared OMol25 structures with the same formula, charge and spin ... 70.0 kJ/mol
DFT total energy ... -473.74817 hartree

Record 4
Here is an isolated ion of composition C3H6NO4 and charge -1 at a distorted geometry from the Open Molecules 2025 dataset. Energies are from ωB97M-V/def2-TZVPD.

```
! RIJCOSX wB97M-V def2-TZVPD def2/J DEFGRID3
* xyz -1 1
C -0.643 -0.667 0.719
N -0.644 -0.061 -0.631
C 0.770 0.119 -1.074
C 1.884 0.726 -0.115
O 1.543 1.837 0.369
O 2.953 0.072 -0.053
O -1.432 1.159 -0.725
O -1.033 2.064 0.280
H -0.623 -1.797 0.648
H 0.379 -0.501 1.247
H -1.430 -0.506 1.465
H 1.033 -0.715 -1.724
H 0.681 0.887 -1.809
H -0.049 1.967 0.283
*
```

Properties
E_HOMO ... -4.548 eV
Structure (SMILES) ... CN(CC(=O)[O-])OO
Energy above the lowest of the compared OMol25 structures with the same formula, charge and spin ... 621.8 kJ/mol
DFT total energy ... -473.53802 hartree

Record 5
Here is an isolated ion of composition C3H6NOS and charge +1 at a distorted geometry from the Open Molecules 2025 dataset. Energies are from ωB97M-V/def2-TZVPD.

```
! RIJCOSX wB97M-V def2-TZVPD def2/J DEFGRID3
* xyz 1 1
C 1.020 0.593 -0.176
C -0.211 1.071 0.590
C -1.362 -1.194 -0.317
N 0.910 -0.786 -0.354
O 1.769 -1.657 -0.192
S -1.777 0.366 -0.363
H 0.939 1.180 -1.135
H 1.808 0.969 0.381
H -0.283 0.740 1.549
H -0.330 2.073 0.554
H -1.712 -1.817 -1.094
H -0.772 -1.538 0.559
*
```

Properties
E_HOMO (alpha / beta) ... -14.302 / -14.303 eV
Energy above the lowest of the compared OMol25 structures with the same formula, charge and spin ... 441.6 kJ/mol
DFT total energy ... -645.64306 hartree

Record 6
Here is a 2-piece molecular cluster, C3H6NP overall at a distorted geometry from the Open Molecules 2025 dataset. Energies are from ωB97M-V/def2-TZVPD.

```
! RIJCOSX wB97M-V def2-TZVPD def2/J DEFGRID3
* xyz 0 1
C -1.474 0.567 0.209
P 0.065 0.804 0.836
C 1.651 0.622 0.239
H -1.731 0.563 -0.752
H -2.340 0.814 0.978
H -0.077 0.796 2.176
H 2.463 0.893 0.885
H 1.833 0.946 -0.887
C -0.095 -1.931 -1.264
N -0.224 -2.146 -0.143
H -0.072 -1.927 -2.277
*
```

Properties
E_HOMO ... -7.529 eV
Structure (SMILES) ... C=[PH]=C.C#N
Energy above the lowest of the compared OMol25 structures with the same formula, charge and spin ... 325.1 kJ/mol
DFT total energy ... -513.84588 hartree

Record 7
Here is one molecule with the formula C3H6NP at a distorted geometry from the Open Molecules 2025 dataset. Energies are from ωB97M-V/def2-TZVPD.

```
! RIJCOSX wB97M-V def2-TZVPD def2/J DEFGRID3
* xyz 0 1
H 3.401 -1.196 -0.567
P 2.839 -0.047 0.164
N 1.361 -0.596 -0.085
C 0.195 0.140 0.136
C 0.161 1.395 -0.368
C -0.980 -0.782 0.231
H 1.024 1.925 -0.608
H -0.768 1.937 -0.262
H -1.716 -0.349 0.987
H -1.303 -0.911 -0.752
H -0.552 -1.658 0.579
*
```

Properties
E_HOMO (alpha / beta) ... -8.596 / -8.597 eV
Structure (SMILES) ... [H]/P=N/C(=C)C
Energy above the lowest of the compared OMol25 structures with the same formula, charge and spin ... 115.0 kJ/mol
DFT total energy ... -513.92589 hartree

Record 8
Here is a 2-piece molecular cluster, C3H6NP overall at a distorted geometry from the Open Molecules 2025 dataset. Energies are from ωB97M-V/def2-TZVPD.

```
! RIJCOSX wB97M-V def2-TZVPD def2/J DEFGRID3
* xyz 0 1
H -2.353 -0.858 -2.238
P -2.689 0.386 -1.389
N -1.444 0.729 -0.583
C -0.708 1.584 0.165
C -0.265 2.506 0.769
H 0.286 2.804 1.550
C 0.004 -1.546 -0.189
H 0.960 -1.408 -0.805
H 0.238 -2.378 0.341
H -0.850 -1.572 -0.997
H -0.225 -0.659 0.572
*
```

Properties
E_HOMO ... -8.680 eV
Structure (SMILES) ... [H]/P=N/C#C.C
Energy above the lowest of the compared OMol25 structures with the same formula, charge and spin ... 364.5 kJ/mol
DFT total energy ... -513.83089 hartree

Record 9
Here is a 2-piece molecular cluster, C3H6NPS overall at a distorted geometry from the Open Molecules 2025 dataset. Energies are from ωB97M-V/def2-TZVPD.

```
! RIJCOSX wB97M-V def2-TZVPD def2/J DEFGRID3
* xyz 0 1
C -1.171 -0.516 -0.228
C -1.616 0.902 -0.074
C 0.759 0.296 0.220
N 0.060 -0.785 -0.149
P 2.582 0.213 -0.084
S -0.035 1.828 -0.038
H -1.907 -1.182 -0.596
H -2.460 1.209 -0.653
H -1.951 0.928 0.996
H 0.753 0.128 2.213
H 2.565 -0.007 -1.532
H 2.531 -1.191 -0.270
*
```

Properties
E_HOMO (alpha / beta) ... -8.602 / -7.936 eV
Energy above the lowest of the compared OMol25 structures with the same formula, charge and spin ... 425.7 kJ/mol
DFT total energy ... -912.02790 hartree

Record 10
Here is an isolated ion of composition C3H6NS2 and charge +1 at a distorted geometry from the Open Molecules 2025 dataset. Energies are from ωB97M-V/def2-TZVPD.

```
! RIJCOSX wB97M-V def2-TZVPD def2/J DEFGRID3
* xyz 1 1
C -1.042 1.085 0.542
C 0.248 1.399 0.574
C 0.891 -0.523 -0.958
N 0.814 -1.542 -0.080
S -1.733 0.044 -0.721
S 1.486 1.060 -0.547
H -1.689 1.456 1.325
H 0.575 2.052 1.399
H 0.620 -0.596 -1.977
H -2.412 -0.850 0.021
H 1.194 -1.089 0.760
H 1.048 -2.496 -0.338
*
```

Properties
E_HOMO ... -13.377 eV
Energy above the lowest of the compared OMol25 structures with the same formula, charge and spin ... 152.6 kJ/mol
DFT total energy ... -968.70306 hartree

Record 11
Here is one molecule with the formula C3H6O from the Open Molecules 2025 dataset. Energies are from ωB97M-V/def2-TZVPD.

```
! RIJCOSX wB97M-V def2-TZVPD def2/J DEFGRID3
* xyz 0 1
O 1.662 -0.533 -0.235
C 0.346 -0.238 -0.602
C -0.256 0.989 0.004
C -0.778 -0.378 0.376
H 1.649 -0.986 0.613
H 0.152 -0.505 -1.637
H -0.898 1.663 -0.558
H 0.444 1.439 0.701
H -1.742 -0.676 -0.029
H -0.580 -0.775 1.369
*
```

Properties
E_HOMO ... -9.735 eV
Structure (SMILES) ... OC1CC1
Energy above the lowest of the compared OMol25 structures with the same formula, charge and spin ... 120.1 kJ/mol
DFT total energy ... -193.09745 hartree

Record 12
Here is one molecule with the formula C3H6O at a distorted geometry from the Open Molecules 2025 dataset. Energies are from ωB97M-V/def2-TZVPD.

```
! RIJCOSX wB97M-V def2-TZVPD def2/J DEFGRID3
* xyz 0 1
C -0.593 -1.327 1.297
C -0.449 -0.641 0.104
O 0.020 0.580 0.149
C 0.721 1.264 -0.860
H -1.095 -2.228 1.077
H -0.466 -1.066 2.414
H -0.938 -1.159 -0.882
H 1.463 2.118 -0.281
H 1.462 0.553 -1.635
H -0.125 1.906 -1.383
*
```

Properties
E_HOMO ... -8.631 eV
Structure (SMILES) ... C=COC
Energy above the lowest of the compared OMol25 structures with the same formula, charge and spin ... 312.3 kJ/mol
DFT total energy ... -193.02424 hartree